Entry 1:
Density functional theory data (the ωB97M-V functional and the def2-TZVPD basis) for C20H36FO16V2 as an isolated structure.

Geometry (Å):
1 V -0.698 -4.802 -2.390
2 V 2.633 4.261 -2.869
3 F 4.145 4.043 -5.157
4 C -0.752 0.334 -4.115
5 C -0.863 -1.051 -4.082
6 C 0.148 -1.844 -5.022
7 O 0.179 -3.084 -4.828
8 C 0.850 -1.077 -6.064
9 C 0.806 0.293 -6.106
10 C 0.064 1.034 -4.988
11 O 0.408 2.223 -4.642
12 O 1.382 0.830 -7.137
13 O -1.306 -1.793 -3.143
14 H -1.232 0.686 -3.214
15 H 1.334 -1.536 -6.913
16 C 2.189 -0.934 -1.018
17 C 1.405 -1.494 -0.057
18 C 0.578 -0.644 0.909
19 O -0.162 -1.221 1.807
20 C 0.483 0.723 0.837
21 C 1.326 1.355 -0.191
22 C 2.299 0.499 -1.165
23 O 2.862 1.192 -1.995
24 O 1.364 2.614 -0.450
25 O 1.196 -2.774 -0.306
26 H 2.669 -1.473 -1.821
27 H -0.166 1.358 1.421
28 C 0.182 7.995 1.888
29 O 0.564 8.175 3.251
30 H -0.757 8.483 1.628
31 H 0.915 8.396 1.187
32 H 0.211 6.958 1.555
33 H -0.297 8.044 3.655
34 C -4.223 -4.298 0.369
35 O -2.851 -4.171 0.096
36 H -4.785 -4.994 -0.253
37 H -4.439 -4.480 1.422
38 H -4.643 -3.293 0.385
39 H -2.471 -3.605 0.771
40 C 0.151 -3.087 6.784
41 O 0.901 -2.479 5.743
42 H -0.767 -2.546 7.013
43 H -0.223 -4.104 6.667
44 H 0.766 -3.205 7.676
45 H 0.539 -2.804 4.916
46 C -3.365 3.569 -0.366
47 O -3.635 4.951 -0.068
48 H -2.413 3.582 -0.896
49 H -3.432 2.977 0.546
50 H -4.054 3.191 -1.121
51 H -3.220 5.108 0.783
52 C 6.003 -0.389 -4.972
53 O 6.463 0.940 -4.703
54 H 5.407 -0.689 -4.110
55 H 5.462 -0.414 -5.918
56 H 6.976 -0.879 -5.023
57 H 5.697 1.519 -4.690
58 C -4.041 0.503 4.232
59 O -4.259 -0.736 3.648
60 H -3.320 0.343 5.034
61 H -3.669 1.284 3.568
62 H -4.903 0.976 4.704
63 H -3.357 -1.051 3.559
64 C -1.893 -8.170 0.068
65 O -0.780 -7.336 -0.362
66 H -1.902 -9.102 -0.497
67 H -1.762 -8.348 1.136
68 H -2.841 -7.640 -0.020
69 H -0.046 -7.871 -0.050
70 C 2.727 3.795 3.881
71 O 1.681 2.945 4.420
72 H 3.719 3.446 4.168
73 H 2.678 3.854 2.794
74 H 2.608 4.802 4.281
75 H 1.555 2.134 3.921

The multiplicity is 9. The calculation puts the HOMO-LUMO gap (spin up / spin down) at 3.542 / 4.818 eV. The lowest unoccupied orbital energy (spin up / spin down) comes out at -7.4 / -6.1 eV. The calculation puts the total energy at -3974.37163 Ha. Its net charge is +1. The value obtained for the HOMO energy (spin up / spin down) is -0.4007 / -0.4017 hartree.

Atom charges from the Löwdin analysis, given in e for atoms 1 to 2: number 1, V, carries 1.44; number 2, V, carries 1.45


Entry 2:
Density functional theory data (the ωB97M-V functional and the def2-TZVPD basis) for C20H36IMoN5OP2S as an isolated structure.

Geometry (Å):
1 Mo -0.293 -0.403 -0.137
2 C 3.283 -1.256 0.254
3 P 2.079 -0.045 -0.370
4 C 2.598 0.242 -2.096
5 C 2.524 1.520 0.455
6 C 3.836 1.827 0.807
7 C 4.133 3.043 1.403
8 C 3.124 3.968 1.641
9 C 1.818 3.675 1.283
10 C 1.508 2.451 0.695
11 P -0.185 2.007 0.206
12 C -0.535 3.041 -1.252
13 C -1.272 2.713 1.476
14 H 3.064 -2.242 -0.155
15 H 3.203 -1.315 1.340
16 H 4.303 -0.989 -0.016
17 H 3.653 0.515 -2.127
18 H 2.016 1.068 -2.507
19 H 2.437 -0.643 -2.713
20 H 4.636 1.121 0.628
21 H 5.153 3.270 1.682
22 H 3.357 4.916 2.106
23 H 1.042 4.406 1.475
24 H -0.367 4.092 -1.018
25 H -1.575 2.908 -1.553
26 H 0.111 2.758 -2.082
27 H -1.182 3.798 1.529
28 H -1.030 2.284 2.447
29 H -2.305 2.460 1.234
30 C 0.444 -2.409 3.095
31 C -0.015 -0.957 2.946
32 C -1.389 -0.756 3.585
33 C 1.016 0.003 3.539
34 N -0.131 -0.683 1.523
35 H 0.535 -2.657 4.153
36 H 1.415 -2.560 2.623
37 H -0.278 -3.090 2.644
38 H -1.330 -0.963 4.653
39 H -2.120 -1.433 3.143
40 H -1.735 0.269 3.453
41 H 1.121 -0.193 4.605
42 H 0.712 1.043 3.412
43 H 1.991 -0.128 3.068
44 C -5.505 -1.182 -1.502
45 C -4.548 -0.124 -0.949
46 C -3.319 0.027 -1.779
47 N -2.116 -0.150 -1.360
48 N -1.127 0.041 -2.297
49 C -1.613 0.378 -3.462
50 N -0.861 0.652 -4.536
51 S -3.346 0.457 -3.464
52 H -6.370 -1.276 -0.850
53 H -5.017 -2.155 -1.566
54 H -5.868 -0.914 -2.494
55 H -4.220 -0.382 0.059
56 H -5.052 0.843 -0.889
57 H 0.109 0.378 -4.523
58 H -1.283 0.825 -5.432
59 N -0.804 -4.674 -1.209
60 C -0.236 -3.480 -1.329
61 O -0.722 -2.489 -0.760
62 C 0.997 -3.385 -2.177
63 I 0.447 -2.939 -4.188
64 H -1.646 -4.769 -0.663
65 H -0.445 -5.484 -1.686
66 H 1.566 -4.310 -2.199
67 H 1.609 -2.564 -1.824

The calculation puts the HOMO-LUMO gap at 8.097 eV. The lowest unoccupied orbital energy comes out at -5.2 eV. The calculation puts the total energy at -2579.13467 Ha. Its net charge is +2. The value obtained for the HOMO energy is -0.4898 hartree.

Atom charges from the natural (NBO) analysis, given in e for atoms 1 to 2: number 1, Mo, carries 0.53; number 2, C, carries -0.95


Entry 3:
Density functional theory data (the ωB97M-V functional and the def2-TZVPD basis) for C20H36IrNOP2 as an isolated structure.

Geometry (Å):
1 P -3.677 -1.152 -1.410
2 P -4.157 -3.323 1.484
3 C -4.511 -2.998 -1.157
4 C -5.278 -3.372 0.085
5 H -3.727 -3.747 -1.251
6 H -5.229 -3.127 -1.984
7 H -6.125 -2.711 0.325
8 H -5.658 -4.406 0.056
9 C -3.929 -4.967 2.232
10 H -2.986 -4.978 2.818
11 H -3.851 -5.749 1.456
12 H -4.778 -5.186 2.899
13 C -4.891 -2.327 2.774
14 H -5.780 -2.892 3.110
15 H -5.180 -1.340 2.382
16 H -4.215 -2.188 3.646
17 C -3.022 -2.062 -2.895
18 H -2.370 -1.525 -3.570
19 H -3.884 -2.464 -3.458
20 H -2.417 -2.868 -2.455
21 C -5.374 -0.484 -1.594
22 H -5.797 -0.614 -0.587
23 H -5.919 -1.082 -2.325
24 H -5.384 0.566 -1.916
25 Ir -2.516 0.482 -1.028
26 C -1.550 -2.755 2.860
27 C -0.634 -3.814 2.879
28 C -0.002 -4.377 1.691
29 C -0.984 -5.084 0.625
30 C -1.786 -3.943 0.297
31 C -2.394 -3.076 1.315
32 C -2.320 -1.509 1.135
33 C -1.438 -1.256 2.389
34 C -2.317 1.213 -3.527
35 H -2.362 -2.740 3.594
36 H -0.686 -4.392 3.786
37 H 0.625 -5.190 2.062
38 H 0.521 -3.594 1.135
39 H -0.421 -5.421 -0.266
40 H -1.582 -5.883 1.027
41 H -1.382 -3.434 -0.591
42 H -3.028 0.639 -2.851
43 H -3.272 -0.958 1.231
44 H -1.782 -1.088 0.218
45 H -0.439 -0.904 2.074
46 H -1.900 -0.511 3.076
47 H -2.226 2.108 -2.912
48 H -2.797 1.444 -4.446
49 H -1.320 0.814 -3.736
50 O -1.184 1.646 -0.421
51 N 0.181 1.376 -0.262
52 C 0.820 0.269 -0.718
53 C 2.207 0.153 -0.540
54 C 2.916 1.161 0.129
55 C 2.226 2.294 0.569
56 C 0.851 2.383 0.383
57 H 0.260 -0.502 -1.262
58 H 2.740 -0.700 -0.937
59 H 3.990 1.097 0.328
60 H 2.686 3.160 1.037
61 H 0.187 3.185 0.699

The multiplicity is 7. The calculation puts the HOMO-LUMO gap (spin up / spin down) at 4.385 / 5.706 eV. The lowest unoccupied orbital energy (spin up / spin down) comes out at -6.2 / -8.9 eV. The calculation puts the total energy at -1699.60213 Ha. Its net charge is +2. The value obtained for the HOMO energy (spin up / spin down) is -0.3892 / -0.5376 hartree.

Atom charges from the natural (NBO) analysis, given in e for atoms 1 to 2: number 1, P, carries 0.93; number 2, P, carries 1.64


Entry 4:
Density functional theory data (the ωB97M-V functional and the def2-TZVPD basis) for an isolated ion of composition C20H36N3O and charge +1.

Geometry (Å):
1 O 0.358 0.987 0.604
2 C -0.058 0.971 1.769
3 C 0.139 -0.226 2.707
4 N 0.969 -1.304 2.249
5 C 0.426 -2.379 1.471
6 C 0.517 -2.137 -0.058
7 N 1.562 -1.129 -0.326
8 C 1.835 -0.930 -1.780
9 C 2.439 0.451 -2.024
10 C 2.563 0.691 -3.529
11 C 3.422 -0.392 -4.172
12 C 2.840 -1.775 -3.893
13 C 2.721 -2.014 -2.387
14 C 2.735 -1.392 0.524
15 C 2.368 -1.040 1.978
16 N -0.684 2.004 2.315
17 C -1.138 3.160 1.567
18 C -2.667 3.134 1.429
19 C -3.131 1.820 0.857
20 C -3.698 0.896 1.621
21 C -4.143 -0.447 1.132
22 C -3.513 -0.783 -0.216
23 C -3.652 0.412 -1.152
24 C -2.858 1.595 -0.605
25 H -0.852 -0.633 2.931
26 H 0.557 0.152 3.647
27 H -0.612 -2.548 1.755
28 H 0.988 -3.284 1.727
29 H -0.427 -1.753 -0.452
30 H 0.755 -3.069 -0.573
31 H 1.130 -0.203 0.041
32 H 0.856 -0.963 -2.272
33 H 3.432 0.519 -1.577
34 H 1.806 1.219 -1.574
35 H 3.006 1.672 -3.704
36 H 1.570 0.688 -3.982
37 H 3.477 -0.228 -5.248
38 H 4.438 -0.337 -3.776
39 H 3.478 -2.542 -4.331
40 H 1.855 -1.857 -4.355
41 H 3.719 -1.978 -1.947
42 H 2.303 -3.006 -2.210
43 H 3.573 -0.779 0.197
44 H 3.013 -2.444 0.435
45 H 2.576 0.014 2.171
46 H 2.994 -1.636 2.655
47 H -1.047 1.914 3.253
48 H -0.818 4.067 2.086
49 H -0.660 3.122 0.588
50 H -2.967 3.959 0.783
51 H -3.118 3.289 2.411
52 H -3.898 1.102 2.665
53 H -5.233 -0.443 1.038
54 H -3.894 -1.212 1.874
55 H -2.451 -1.006 -0.072
56 H -3.989 -1.666 -0.644
57 H -4.706 0.684 -1.224
58 H -3.302 0.159 -2.154
59 H -1.786 1.415 -0.744
60 H -3.106 2.500 -1.164

Its SMILES is O=C(CN1CC[NH+](C2CCCCC2)CC1)NCCC1=CCCCC1. The calculation puts the HOMO-LUMO gap at 9.696 eV. The lowest unoccupied orbital energy comes out at -1.9 eV. The calculation puts the total energy at -1023.01191 Ha. Its net charge is +1. The value obtained for the HOMO energy is -0.4268 hartree.

Atom charges from the natural (NBO) analysis, given in e for atoms 1 to 2: number 1, O, carries -0.70; number 2, C, carries 0.70


Q: Number 2 is which compound?
A: C20H36IMoN5OP2S